(1)
{"formula": "C22H55ClN3O9PS", "method": "the ωB97M-V functional and the def2-TZVPD basis", "smiles": "CCCCN[C@@H](S)[C@@](N)(O)O[C@@](CCC)(ON=O)P(O)Cl.CC(C)O.CC(C)O.CC(C)O.CC(C)O", "multiplicity": 1, "homo_energy_ev": -8.224, "total_energy_ha": -2912.2644, "fmax_ev_per_a": 4.18, "elements": ["C", "C", "C", "C", "N", "C", "S", "C", "N", "O", "O", "C", "C", "C", "C", "O", "N", "O", "P", "O", "Cl", "H", "H", "H", "H", "H", "H", "H", "H", "H", "H", "H", "H", "H", "H", "H", "H", "H", "H", "H", "H", "H", "H", "H", "C", "C", "C", "O", "H", "H", "H", "H", "H", "H", "H", "H", "C", "C", "C", "O", "H", "H", "H", "H", "H", "H", "H", "H", "C", "C", "C", "O", "H", "H", "H", "H", "H", "H", "H", "H", "C", "C", "C", "O", "H", "H", "H", "H", "H", "H", "H", "H"], "positions_angstrom": [[-2.526, 2.398, 6.227], [-2.754, 1.332, 5.110], [-2.057, 1.696, 3.761], [-0.931, 0.649, 3.495], [-0.260, 0.855, 2.207], [-0.087, -0.368, 1.435], [-0.629, 0.018, -0.319], [1.480, -0.814, 1.387], [2.073, -0.314, 2.625], [1.487, -2.216, 1.374], [2.034, -0.211, 0.234], [3.209, -0.820, -0.213], [3.978, 0.301, -1.051], [5.453, 0.522, -0.609], [6.439, -0.603, -1.094], [4.103, -1.230, 0.828], [4.292, -2.584, 0.850], [4.580, -2.933, 1.929], [2.850, -2.261, -1.440], [4.320, -2.685, -2.134], [1.745, -1.380, -2.994], [-3.079, 3.328, 6.003], [-1.445, 2.604, 6.362], [-2.958, 1.966, 7.151], [-2.320, 0.375, 5.464], [-3.835, 1.142, 4.992], [-1.607, 2.701, 3.854], [-2.765, 1.719, 2.911], [-0.176, 0.814, 4.292], [-1.349, -0.367, 3.618], [-0.715, 1.556, 1.644], [-0.738, -1.206, 1.736], [-0.067, 1.244, -0.577], [2.399, -1.153, 3.102], [2.873, 0.268, 2.413], [0.740, -2.511, 0.849], [4.013, 0.001, -2.115], [3.427, 1.251, -0.953], [5.795, 1.435, -1.139], [5.575, 0.748, 0.463], [6.132, -0.899, -2.111], [7.423, -0.115, -1.225], [6.497, -1.450, -0.401], [4.490, -3.564, -1.791], [-2.967, 1.535, -4.323], [-1.950, 2.262, -3.459], [-1.007, 3.106, -4.303], [-1.195, 1.313, -2.703], [-2.466, 0.855, -5.020], [-3.630, 0.929, -3.707], [-3.568, 2.235, -4.893], [-2.469, 2.899, -2.740], [-0.444, 2.478, -5.000], [-0.278, 3.616, -3.671], [-1.555, 3.856, -4.878], [-0.730, 0.742, -3.323], [1.985, 3.094, 9.171], [1.244, 1.948, 8.501], [2.163, 0.761, 8.260], [0.697, 2.391, 7.259], [2.805, 3.448, 8.539], [1.317, 3.942, 9.330], [2.397, 2.789, 10.135], [0.403, 1.640, 9.125], [2.988, 1.038, 7.597], [1.621, -0.050, 7.771], [2.581, 0.387, 9.197], [1.426, 2.666, 6.695], [0.364, -5.703, -4.554], [1.752, -5.574, -5.163], [2.814, -5.412, -4.087], [1.789, -4.454, -6.044], [0.108, -4.806, -3.983], [-0.389, -5.810, -5.337], [0.301, -6.567, -3.890], [1.971, -6.458, -5.765], [2.631, -4.505, -3.507], [3.803, -5.312, -4.537], [2.824, -6.267, -3.407], [1.598, -3.666, -5.525], [-6.700, 0.121, -5.707], [-7.021, 1.287, -4.784], [-8.204, 2.091, -5.299], [-5.877, 2.133, -4.665], [-6.432, 0.480, -6.705], [-5.845, -0.442, -5.330], [-7.551, -0.556, -5.799], [-7.241, 0.911, -3.783], [-7.985, 2.515, -6.283], [-8.418, 2.928, -4.632], [-9.100, 1.472, -5.379], [-5.671, 2.472, -5.541]], "mulliken_charge": [-0.95, -0.56, -0.43, -0.76, -0.26, -0.92, -0.10, 0.78, -0.46, -0.60, -0.37, 1.33, -0.90, -0.54, -0.88, -0.25, 0.05, -0.42, 0.03, -0.43, -0.23, 0.32, 0.12, 0.35, 0.33, 0.34, 0.33, 0.36, 0.07, 0.28, 0.36, 0.51, 0.12, 0.32, 0.26, 0.42, 0.39, 0.26, 0.45, 0.25, 0.15, 0.40, 0.19, 0.31, -0.99, 0.33, -1.38, -0.31, 0.37, 0.25, 0.21, 0.29, 0.32, 0.34, 0.40, 0.19, -1.32, 0.43, -1.31, -0.50, 0.35, 0.32, 0.38, 0.25, 0.34, 0.32, 0.39, 0.31, -1.15, 0.29, -0.68, -0.55, 0.23, 0.33, 0.35, 0.31, -0.14, 0.32, 0.40, 0.34, -1.24, 0.34, -1.30, -0.50, 0.32, 0.30, 0.40, 0.27, 0.35, 0.31, 0.38, 0.34]}

---

(2)
{"formula": "C22H56BeF6NO24S2", "method": "the ωB97M-V functional and the def2-TZVPD basis", "multiplicity": 1, "homo_energy_ev": -11.585, "total_energy_ha": -4141.7825, "fmax_ev_per_a": 7.71, "charge": 1, "elements": ["Be", "C", "F", "F", "F", "S", "O", "O", "N", "S", "O", "O", "C", "F", "F", "F", "O", "H", "H", "O", "H", "H", "O", "H", "H", "C", "C", "C", "O", "C", "O", "O", "H", "H", "H", "H", "H", "H", "C", "C", "C", "O", "C", "O", "O", "H", "H", "H", "H", "H", "H", "C", "C", "C", "O", "C", "O", "O", "H", "H", "H", "H", "H", "H", "C", "O", "H", "H", "H", "H", "C", "O", "H", "H", "H", "H", "C", "O", "H", "H", "H", "H", "C", "O", "H", "H", "H", "H", "C", "O", "H", "H", "H", "H", "C", "O", "H", "H", "H", "H", "C", "O", "H", "H", "H", "H", "C", "O", "H", "H", "H", "H"], "positions_angstrom": [[0.153, 5.770, -1.487], [-1.543, 0.381, -2.484], [-2.275, -0.670, -2.182], [-0.327, -0.018, -2.870], [-2.048, 1.201, -3.436], [-1.250, 1.294, -0.799], [-2.176, 2.405, -0.730], [-1.416, 0.181, 0.176], [0.350, 1.979, -1.078], [1.239, 0.891, -0.438], [1.510, 1.198, 0.975], [1.129, -0.523, -0.750], [2.947, 1.559, -1.210], [2.753, 1.714, -2.500], [3.256, 2.752, -0.683], [3.913, 0.669, -1.018], [-3.082, 7.057, -0.153], [-3.577, 6.492, 0.440], [-3.708, 7.728, -0.425], [-1.972, 5.725, -4.617], [-1.789, 5.928, -5.535], [-2.911, 5.537, -4.597], [3.107, 3.280, -7.373], [3.974, 3.677, -7.450], [3.277, 2.393, -7.056], [3.569, -2.750, -4.850], [3.400, -4.225, -5.260], [2.532, -4.426, -6.528], [3.447, -4.895, -7.500], [4.730, -5.008, -7.005], [5.780, -5.319, -7.639], [4.719, -4.663, -5.709], [3.990, -2.129, -5.640], [4.189, -2.666, -3.957], [2.674, -2.155, -4.666], [2.989, -4.883, -4.494], [2.032, -3.513, -6.853], [1.709, -5.103, -6.296], [-3.752, 1.671, 5.236], [-2.722, 1.882, 6.350], [-2.193, 0.670, 6.956], [-0.860, 0.942, 7.088], [-0.543, 1.987, 6.324], [0.602, 2.445, 6.031], [-1.669, 2.563, 5.793], [-3.299, 1.509, 4.258], [-4.406, 2.527, 5.063], [-4.418, 0.837, 5.457], [-2.975, 2.609, 7.121], [-2.370, -0.176, 6.293], [-2.669, 0.681, 7.936], [-7.153, -4.675, -0.092], [-7.618, -3.624, 0.878], [-6.682, -3.402, 2.115], [-6.538, -2.059, 2.106], [-6.880, -1.471, 0.912], [-6.730, -0.323, 0.528], [-7.476, -2.405, 0.124], [-6.168, -4.418, -0.482], [-7.813, -4.954, -0.913], [-6.993, -5.573, 0.505], [-8.626, -3.950, 1.134], [-5.837, -4.000, 1.775], [-7.073, -3.878, 3.015], [5.873, -1.428, 3.503], [6.205, -2.824, 3.571], [4.786, -1.514, 3.476], [6.222, -0.807, 4.328], [6.021, -1.030, 2.499], [5.621, -3.175, 2.895], [0.567, 6.774, 3.480], [0.872, 6.032, 2.359], [0.819, 7.815, 3.682], [-0.474, 6.642, 3.775], [1.004, 6.339, 4.379], [1.346, 5.269, 2.697], [5.278, 5.549, 5.203], [4.922, 4.592, 4.182], [6.246, 6.046, 5.132], [4.422, 6.189, 5.415], [5.345, 4.941, 6.106], [4.218, 4.003, 4.466], [-6.880, 5.354, -3.487], [-6.007, 4.599, -4.361], [-6.778, 6.249, -4.101], [-7.859, 4.874, -3.496], [-6.560, 5.438, -2.449], [-6.201, 3.663, -4.270], [3.575, -6.345, 0.970], [3.329, -4.965, 0.949], [4.126, -6.671, 1.852], [2.614, -6.853, 1.045], [4.272, -6.717, 0.219], [2.382, -4.805, 0.966], [-1.272, -3.811, 4.523], [-2.313, -4.404, 5.333], [-0.845, -2.963, 5.058], [-0.560, -4.615, 4.339], [-1.783, -3.541, 3.598], [-1.991, -4.745, 6.171], [7.661, 1.532, -5.688], [7.130, 2.662, -6.259], [8.748, 1.571, -5.761], [7.330, 1.480, -4.650], [7.376, 0.685, -6.312], [7.731, 2.898, -6.970], [-1.510, -5.123, -1.332], [-1.020, -6.116, -0.497], [-0.559, -4.613, -1.486], [-1.949, -5.530, -2.243], [-2.204, -4.503, -0.764], [-1.707, -6.376, 0.120]], "mulliken_charge": [0.95, 0.72, -0.16, -0.23, -0.17, 0.87, -0.57, -0.49, -0.22, 0.94, -0.46, -0.39, 0.62, -0.22, -0.20, -0.18, -0.61, 0.32, 0.31, -0.63, 0.31, 0.32, -0.64, 0.33, 0.31, -1.36, 0.43, -0.41, -0.33, 0.66, -0.57, -0.34, 0.37, 0.34, 0.35, 0.30, 0.25, 0.29, -1.45, 0.42, -0.41, -0.29, 0.63, -0.62, -0.28, 0.35, 0.35, 0.39, 0.28, 0.34, 0.30, -1.48, 0.53, -0.38, -0.29, 0.62, -0.56, -0.35, 0.33, 0.34, 0.41, 0.23, 0.28, 0.32, -0.50, -0.46, 0.22, 0.27, 0.24, 0.32, -0.68, -0.43, 0.31, 0.30, 0.22, 0.32, -0.54, -0.48, 0.26, 0.23, 0.26, 0.30, -0.46, -0.49, 0.19, 0.29, 0.19, 0.28, -0.56, -0.45, 0.24, 0.23, 0.25, 0.30, -0.35, -0.54, 0.19, 0.27, 0.14, 0.30, -0.48, -0.49, 0.26, 0.17, 0.23, 0.31, -0.41, -0.51, 0.14, 0.25, 0.24, 0.29]}

---

(3)
{"formula": "C22H56Br4N6O4P2", "method": "the ωB97M-V functional and the def2-TZVPD basis", "smiles": "CN(C)P(=O)(N(C)C)N(C)C.CN(C)P(=O)(N(C)C)N(C)C.CC(C)=O.CC(C)=O.BrCCBr.BrCCBr", "multiplicity": 1, "homo_energy_ev": -8.116, "total_energy_ha": -12480.1490, "fmax_ev_per_a": 4.48, "elements": ["C", "N", "C", "P", "O", "N", "C", "C", "N", "C", "C", "H", "H", "H", "H", "H", "H", "H", "H", "H", "H", "H", "H", "H", "H", "H", "H", "H", "H", "C", "N", "C", "P", "O", "N", "C", "C", "N", "C", "C", "H", "H", "H", "H", "H", "H", "H", "H", "H", "H", "H", "H", "H", "H", "H", "H", "H", "H", "C", "C", "C", "O", "H", "H", "H", "H", "H", "H", "C", "C", "C", "O", "H", "H", "H", "H", "H", "H", "Br", "C", "C", "Br", "H", "H", "H", "H", "Br", "C", "C", "Br", "H", "H", "H", "H"], "positions_angstrom": [[-3.313, -4.962, -4.710], [-2.227, -4.210, -4.160], [-1.866, -4.523, -2.694], [-1.210, -3.367, -5.252], [-1.863, -3.192, -6.521], [-0.661, -1.938, -4.569], [0.076, -1.864, -3.324], [-1.185, -0.662, -5.108], [0.201, -4.279, -5.145], [1.458, -3.768, -5.668], [0.105, -5.687, -5.152], [-3.125, -6.065, -4.735], [-3.467, -4.583, -5.712], [-4.175, -4.747, -4.023], [-2.367, -3.791, -2.071], [-0.793, -4.430, -2.390], [-2.241, -5.559, -2.570], [-0.625, -1.527, -2.524], [0.416, -2.855, -2.978], [0.909, -1.141, -3.354], [-1.433, -0.810, -6.163], [-2.005, -0.286, -4.575], [-0.414, 0.096, -4.964], [1.482, -3.602, -6.773], [1.779, -2.725, -5.310], [2.214, -4.457, -5.389], [1.077, -6.110, -5.357], [-0.488, -6.119, -5.972], [-0.301, -6.100, -4.183], [-3.163, 8.350, 2.497], [-1.886, 7.672, 2.844], [-0.752, 8.558, 2.683], [-1.770, 6.222, 3.653], [-0.330, 5.830, 3.734], [-2.479, 6.403, 5.133], [-3.906, 6.721, 5.087], [-2.065, 5.533, 6.242], [-2.805, 5.340, 2.765], [-2.605, 5.263, 1.348], [-3.526, 4.196, 3.348], [-3.551, 8.995, 3.271], [-3.970, 7.691, 2.077], [-2.893, 8.899, 1.574], [-0.753, 8.934, 1.650], [0.214, 7.999, 2.815], [-0.710, 9.489, 3.278], [-4.420, 6.256, 5.921], [-4.133, 7.770, 5.200], [-4.379, 6.374, 4.213], [-1.023, 5.382, 6.262], [-2.342, 6.043, 7.181], [-2.518, 4.507, 6.164], [-3.503, 5.749, 0.909], [-1.787, 5.918, 1.079], [-2.411, 4.232, 0.964], [-3.543, 4.181, 4.425], [-3.209, 3.285, 3.018], [-4.583, 4.292, 3.026], [5.455, -4.660, 2.894], [4.933, -4.163, 1.545], [5.776, -3.168, 0.816], [3.866, -4.462, 1.158], [4.622, -4.566, 3.593], [6.286, -4.093, 3.217], [5.765, -5.731, 2.864], [6.766, -3.575, 0.508], [5.866, -2.257, 1.372], [5.215, -2.982, -0.078], [2.722, -6.975, -1.806], [1.949, -5.642, -1.547], [1.333, -5.448, -0.253], [1.817, -4.841, -2.462], [2.994, -7.438, -0.859], [3.600, -6.892, -2.473], [2.023, -7.570, -2.429], [1.202, -6.416, 0.273], [0.390, -4.889, -0.389], [2.190, -4.953, 0.313], [-0.122, -1.564, 0.683], [1.531, -1.160, 1.583], [2.442, -0.677, 0.475], [4.065, 0.014, 1.375], [1.928, -2.032, 2.062], [1.396, -0.388, 2.291], [1.969, 0.169, -0.006], [2.774, -1.465, -0.180], [1.777, 4.391, -0.019], [1.159, 2.924, 1.066], [0.970, 3.323, 2.530], [-0.027, 1.893, 3.411], [1.814, 2.061, 1.034], [0.140, 2.754, 0.684], [0.360, 4.194, 2.635], [1.892, 3.458, 3.102]], "mulliken_charge": [-1.07, 0.18, -0.70, 0.41, -0.89, 0.40, -0.85, -1.07, 0.39, -1.00, -0.91, 0.26, 0.34, 0.38, 0.34, -0.17, 0.43, 0.33, 0.04, 0.32, 0.32, 0.34, 0.33, 0.29, 0.24, 0.43, 0.40, 0.30, 0.15, -1.10, 0.28, -1.06, 0.60, -0.94, 0.04, -1.07, -1.04, 0.57, -1.16, -1.16, 0.26, 0.30, 0.44, 0.38, 0.27, 0.29, 0.40, 0.30, 0.42, 0.33, 0.40, 0.29, 0.30, 0.37, 0.27, 0.28, 0.34, 0.37, -1.15, 0.78, -1.04, -0.60, 0.32, 0.38, 0.30, 0.36, 0.20, 0.30, -1.27, 0.77, -0.31, -0.47, 0.38, 0.31, 0.33, 0.36, 0.16, -0.08, -0.13, -0.34, -0.94, -0.19, 0.37, 0.29, 0.53, 0.43, -0.16, -0.07, -0.10, -0.21, -0.17, 0.34, -0.06, 0.44]}

---

(4)
{"formula": "C22H56FIN7O8P2", "method": "the ωB97M-V functional and the def2-TZVPD basis", "multiplicity": 1, "homo_energy_ev": -10.057, "total_energy_ha": -2937.1256, "fmax_ev_per_a": 3.04, "charge": 1, "relative_energy_kcal_mol": 0.0, "elements": ["C", "O", "C", "C", "C", "C", "C", "C", "F", "N", "P", "O", "I", "C", "N", "N", "C", "C", "N", "P", "O", "O", "O", "H", "H", "H", "H", "H", "H", "H", "H", "H", "H", "H", "H", "H", "H", "H", "H", "H", "H", "H", "H", "H", "H", "H", "C", "C", "C", "O", "C", "N", "H", "H", "H", "H", "H", "H", "H", "H", "H", "H", "H", "C", "C", "C", "O", "C", "N", "H", "H", "H", "H", "H", "H", "H", "H", "H", "H", "H", "C", "C", "C", "O", "C", "N", "H", "H", "H", "H", "H", "H", "H", "H", "H", "H", "H"], "positions_angstrom": [[0.102, 1.490, -0.872], [-0.420, 1.108, -2.113], [0.121, -0.108, -2.590], [-0.428, -1.332, -1.869], [-1.783, -1.818, -2.390], [-2.841, -0.703, -2.436], [-4.223, -1.339, -2.317], [-5.363, -0.321, -1.981], [-4.886, 0.878, -2.265], [-6.501, -0.676, -2.887], [-7.451, 0.656, -3.629], [-7.501, 1.825, -2.534], [-5.943, 1.544, -5.347], [-7.286, -1.682, -2.433], [-7.953, -2.380, -3.312], [-7.486, -2.022, -1.141], [-6.349, -1.821, -0.240], [-5.721, -0.431, -0.499], [-6.684, 0.593, -0.092], [-4.286, -0.099, 0.632], [-3.739, 1.208, 0.460], [-4.950, -0.203, 2.109], [-3.260, -1.317, 0.567], [-0.182, 0.827, -0.059], [-0.289, 2.463, -0.619], [1.186, 1.575, -0.898], [1.194, -0.080, -2.398], [-0.042, -0.216, -3.654], [0.286, -2.135, -2.027], [-0.524, -1.203, -0.799], [-2.133, -2.574, -1.695], [-1.705, -2.327, -3.344], [-2.636, 0.030, -1.672], [-2.739, -0.241, -3.407], [-4.211, -2.180, -1.636], [-4.465, -1.744, -3.293], [-7.028, 2.627, -2.818], [-8.161, -3.348, -3.117], [-8.223, -1.974, -4.199], [-8.349, -1.633, -0.782], [-5.629, -2.627, -0.298], [-6.717, -1.799, 0.774], [-7.545, 0.535, -0.621], [-6.949, 0.467, 0.879], [-5.186, -1.137, 2.250], [-3.011, -1.561, 1.475], [0.997, -6.433, -6.501], [0.562, -5.016, -6.140], [1.272, -4.445, -4.903], [0.795, -4.943, -3.665], [1.340, -6.196, -3.285], [-0.897, -4.989, -5.991], [0.564, -7.179, -5.836], [0.671, -6.679, -7.511], [2.083, -6.532, -6.468], [0.826, -4.372, -6.984], [1.080, -3.368, -4.875], [2.360, -4.570, -4.973], [2.380, -6.299, -3.603], [0.745, -7.020, -3.684], [1.300, -6.257, -2.198], [-1.197, -4.028, -5.852], [-1.121, -5.447, -5.111], [5.123, 3.518, 2.693], [4.733, 2.150, 2.148], [3.587, 2.193, 1.126], [2.300, 2.378, 1.689], [1.963, 3.725, 1.978], [4.427, 1.264, 3.277], [4.408, 3.893, 3.426], [6.089, 3.461, 3.194], [5.208, 4.255, 1.892], [5.607, 1.745, 1.628], [3.546, 1.222, 0.624], [3.776, 2.944, 0.348], [2.388, 4.415, 1.244], [2.285, 4.004, 2.983], [0.876, 3.806, 1.944], [4.266, 0.322, 2.928], [3.523, 1.545, 3.649], [6.064, 4.079, 8.639], [5.749, 3.405, 7.307], [6.916, 3.425, 6.310], [7.122, 4.674, 5.672], [7.873, 5.612, 6.421], [4.539, 4.010, 6.741], [6.057, 5.166, 8.562], [5.315, 3.807, 9.383], [7.039, 3.768, 9.017], [5.531, 2.354, 7.519], [6.680, 2.721, 5.507], [7.846, 3.072, 6.775], [8.647, 5.125, 7.020], [7.225, 6.211, 7.065], [8.353, 6.289, 5.714], [4.276, 3.492, 5.907], [4.795, 4.930, 6.389]], "mulliken_charge": [-0.78, -0.41, -0.69, -0.81, -0.72, -0.55, -1.61, 0.25, -0.40, 0.60, 0.01, -0.37, -0.03, 0.38, -0.27, -0.29, -1.41, 0.84, -0.58, 0.89, -0.70, -0.60, -0.47, 0.26, 0.33, 0.34, 0.40, 0.40, 0.42, 0.29, 0.33, 0.31, 0.47, 0.73, 0.29, 0.60, 0.35, 0.28, 0.26, 0.34, 0.30, 0.65, 0.27, 0.34, 0.34, 0.37, -1.46, 0.34, -0.67, -0.29, -0.75, -0.72, 0.29, 0.37, 0.35, 0.40, 0.28, 0.46, 0.35, 0.25, 0.23, 0.24, 0.34, -1.15, 0.25, -0.74, -0.29, -0.75, -0.65, 0.09, 0.24, 0.39, 0.39, 0.36, 0.46, 0.34, 0.25, 0.26, 0.28, 0.30, -1.48, 0.39, -0.70, -0.33, -0.71, -0.73, 0.28, 0.38, 0.35, 0.38, 0.33, 0.45, 0.32, 0.24, 0.24, 0.22, 0.36]}